Model A:
# C7H10

A single C7H10 molecule (ωB97M-V/def2-TZVPD, OMol25).

```
17
Properties=species:S:1:pos:R:3:nbo_charge:R:1
C 1.311 -1.363 0.528 -0.41
C 0.750 -0.313 -0.010 0.01
C 1.545 0.611 -0.892 -0.65
C -0.642 0.035 0.230 -0.06
C -0.968 1.511 0.610 -0.61
C -1.663 -0.644 -0.762 -0.20
C -1.565 -1.105 0.476 -0.22
H 2.343 -1.701 0.535 0.20
H 0.685 -1.865 1.168 0.18
H 1.838 -0.072 -1.858 0.23
H 0.932 1.466 -0.987 0.21
H 2.546 0.754 -0.448 0.23
H -0.232 1.847 1.446 0.21
H -1.951 1.603 0.997 0.22
H -0.806 2.106 -0.274 0.21
H -2.124 -0.907 -1.669 0.23
H -1.999 -1.961 0.910 0.23
```

Lowest unoccupied orbital energy in eV: 1.1
HOMO energy in eV: -8.8
SMILES string: C=C(C)C1(C)C=C1
Kohn-Sham gap in eV: 9.9

---

Model B:
# C7H10

A molecular structure, C7H10 (ωB97M-V/def2-TZVPD, OMol25).

```
17
Properties=species:S:1:pos:R:3:nbo_charge:R:1
C 1.461 -0.531 1.379 -0.40
C 1.738 -0.192 -0.056 -0.27
C 0.528 0.171 0.429 0.00
C -0.373 1.374 0.262 -0.43
C -1.579 0.546 -0.148 -0.22
C -1.319 -0.516 -1.168 -0.23
C -1.046 -0.842 0.118 -0.21
H 1.947 0.038 2.177 0.19
H 1.215 -1.555 1.664 0.19
H 2.563 0.356 -0.493 0.23
H 1.004 -0.592 -1.800 0.04
H -0.510 1.895 1.215 0.22
H -0.032 2.085 -0.499 0.21
H -2.597 0.872 0.064 0.21
H 0.211 -0.464 -1.979 0.00
H -1.909 -0.981 -1.942 0.24
H -1.301 -1.663 0.777 0.23
```

Lowest unoccupied orbital energy in eV: 0.4
HOMO energy in eV: -7.8
Kohn-Sham gap in eV: 8.2

---

Model C:
# C7H10

A single C7H10 molecule (ωB97M-V/def2-TZVPD, OMol25).

```
17
Properties=species:S:1:pos:R:3:nbo_charge:R:1
C 1.517 -1.032 -0.313 -0.62
C 0.273 -0.533 0.445 0.06
C 0.196 0.731 1.294 -0.42
C -0.526 1.432 0.181 -0.24
C -1.364 0.381 -0.568 -0.24
C -1.145 -0.945 0.100 -0.42
C 0.043 0.650 -0.940 -0.21
H 2.193 -1.242 0.495 0.19
H 1.350 -1.962 -0.859 0.22
H 2.164 -0.464 -1.025 0.20
H -0.355 0.597 2.230 0.20
H 1.171 1.175 1.507 0.21
H -0.780 2.484 0.136 0.21
H -2.223 0.670 -1.157 0.21
H -1.769 -1.169 0.970 0.20
H -1.188 -1.785 -0.598 0.21
H 0.444 1.015 -1.899 0.23
```

Lowest unoccupied orbital energy in eV: 1.1
HOMO energy in eV: -7.7
SMILES string: C[C@@]12C[C@@H]3[C@H](C1)[C@@H]32
Kohn-Sham gap in eV: 8.8

---

Stability ranking, top and bottom: model A is the most stable and model B is the least stable.

---

Model A:
# C9H19N3O4

A single C9H19N3O4 molecule (ωB97M-V/def2-TZVPD, OMol25).

```
35
Properties=species:S:1:pos:R:3:nbo_charge:R:1
N 3.110 2.168 -0.326 -0.84
C 2.770 0.669 -0.581 -0.23
C 3.170 -0.325 0.446 -0.44
C 2.202 -1.437 1.041 -0.39
C 0.949 -1.993 0.348 -0.42
C -0.359 -1.285 -0.019 -0.16
N -1.185 -0.795 1.154 -0.61
C -2.238 -0.029 1.054 0.67
O -3.203 -0.108 1.785 -0.62
C -2.285 0.945 -0.154 -0.18
N -3.569 1.304 -0.692 -0.81
C -1.521 2.249 0.263 -0.08
O -0.997 3.102 -0.741 -0.71
C -1.173 -2.269 -0.887 0.80
O -0.740 -3.172 -1.496 -0.55
O -2.499 -1.910 -0.784 -0.71
H 2.671 2.761 -1.042 0.36
H 4.114 2.312 -0.358 0.35
H 1.759 0.903 -0.828 0.20
H 3.150 0.328 -1.673 0.16
H 3.940 -0.947 0.137 0.21
H 3.463 0.137 1.370 0.22
H 2.854 -2.295 1.211 0.21
H 2.130 -1.005 2.093 0.21
H 1.309 -2.252 -0.698 0.24
H 0.754 -3.067 0.689 0.22
H 0.037 -0.489 -0.550 0.24
H -1.148 -1.551 1.952 0.41
H -1.636 0.652 -1.034 0.20
H -4.077 0.413 -0.919 0.36
H -4.187 1.439 0.053 0.37
H -2.128 2.762 1.049 0.16
H -0.578 2.155 0.727 0.19
H -1.771 3.196 -1.329 0.47
H -3.088 -2.564 -1.261 0.51
```

Lowest unoccupied orbital energy in eV: 0.4
HOMO energy in eV: -9.3
SMILES string: NCCCC[C@H](NC(=O)[C@@H](N)CO)C(=O)O
Kohn-Sham gap in eV: 9.8

---

Model B:
# C9H19N3O4

A single C9H19N3O4 molecule (ωB97M-V/def2-TZVPD, OMol25).

```
35
Properties=species:S:1:pos:R:3:nbo_charge:R:1
N -2.803 -2.670 0.179 -0.83
C -2.705 -1.488 -0.667 -0.21
C -2.610 -0.235 0.140 -0.41
C -2.275 1.007 -0.712 -0.40
C -0.770 1.210 -0.978 -0.40
C 0.000 1.389 0.311 -0.17
N -0.553 2.491 1.147 -0.82
C 1.411 1.865 0.023 0.69
O 1.678 3.014 -0.389 -0.62
N 2.447 0.958 0.177 -0.68
C 2.626 -0.375 0.688 -0.19
C 1.513 -1.341 1.239 -0.05
O 0.467 -1.580 0.329 -0.71
C 3.551 -1.161 -0.334 0.75
O 4.083 -2.235 -0.083 -0.58
O 3.856 -0.530 -1.439 -0.64
H -1.952 -3.199 0.130 0.36
H -3.499 -3.252 -0.295 0.35
H -3.675 -1.367 -1.342 0.18
H -1.797 -1.456 -1.349 0.16
H -1.833 -0.434 0.973 0.21
H -3.568 0.042 0.641 0.21
H -2.775 0.992 -1.663 0.20
H -2.541 1.906 -0.209 0.22
H -0.411 0.343 -1.564 0.19
H -0.690 2.081 -1.609 0.22
H -0.056 0.518 0.941 0.23
H -0.665 3.312 0.513 0.36
H 0.075 2.820 1.863 0.36
H 3.256 1.569 0.075 0.42
H 3.288 -0.301 1.526 0.24
H 1.854 -2.298 1.541 0.23
H 1.050 -0.770 2.064 0.17
H 0.705 -1.150 -0.482 0.46
H 3.318 0.323 -1.385 0.49
```

Lowest unoccupied orbital energy in eV: 0.2
HOMO energy in eV: -9.5
SMILES string: NCCCC[C@H](N)C(=O)N[C@@H](CO)C(=O)O
Kohn-Sham gap in eV: 9.8

---

Stability ranking, top and bottom: model B is the most stable and model A is the least stable.

---

Model A:
# H13O6

A molecular structure, H13O6 (ωB97M-V/def2-TZVPD, OMol25).

```
19
Properties=species:S:1:pos:R:3:nbo_charge:R:1
O -1.695 -0.794 0.016 -0.87
H -2.219 -1.307 0.663 0.52
H -0.898 -1.244 -0.052 0.48
O -0.501 1.131 1.318 -1.12
H -1.014 1.500 2.098 0.50
H -0.961 0.096 0.793 0.51
O -0.628 2.352 -0.871 -0.98
H -0.492 2.284 0.076 0.52
H -0.263 3.270 -1.025 0.50
O 0.737 -1.959 -0.128 -0.96
H 0.570 -2.256 -1.025 0.51
H 1.159 -1.666 0.721 0.55
O 1.316 -0.783 1.755 -0.90
H 1.153 0.142 1.692 0.54
H 2.321 -0.836 1.792 0.50
O 0.475 0.358 -1.986 -0.92
H 0.302 -1.095 -1.373 0.49
H 0.874 -0.259 -2.623 0.54
H -0.235 1.067 -1.839 0.60
```

Lowest unoccupied orbital energy in eV: -5.8
HOMO energy in eV: -14.6
Charge: +1
Kohn-Sham gap in eV: 8.8

---

Model B:
# H13O6

6 unconnected molecules or ions with the total composition H13O6 (ωB97M-V/def2-TZVPD, OMol25).

```
19
Properties=species:S:1:pos:R:3:nbo_charge:R:1
O -20.277 -0.631 -7.571 -0.73
H -19.942 -0.518 -6.678 0.58
H -20.937 -1.328 -7.554 0.58
H -19.579 -0.880 -8.181 0.58
O -19.066 4.813 -7.658 -0.95
H -19.047 5.648 -7.189 0.47
H -19.515 5.010 -8.480 0.47
O -17.615 -3.861 -10.187 -0.95
H -17.744 -3.925 -11.133 0.48
H -17.484 -4.765 -9.900 0.48
O -19.189 1.488 -13.455 -0.94
H -19.139 0.905 -14.213 0.47
H -18.477 2.114 -13.585 0.47
O -22.921 -4.333 -6.781 -0.96
H -22.404 -5.070 -6.457 0.48
H -23.829 -4.630 -6.714 0.48
O -19.502 -0.377 -2.781 -0.95
H -19.231 0.472 -2.432 0.48
H -20.187 -0.675 -2.182 0.48
```

Lowest unoccupied orbital energy in eV: -4.7
HOMO energy in eV: -13.6
Charge: +1
Kohn-Sham gap in eV: 9.0

---

Stability ranking, top and bottom: model B is the most stable and model A is the least stable.